Entry 1:
Entry from the OMol25 dataset: a molecular structure, C14H21BBrF11NO6PSTa (ωB97M-V/def2-TZVPD).

```
58
Properties=species:S:1:pos:R:3:forces:R:3
C -1.541 0.913 4.553 -1.96 1.84 2.61
C -1.148 0.314 3.608 1.33 -2.40 -3.33
Ta -0.354 -0.756 1.752 2.64 1.24 -2.35
C -1.653 0.634 0.469 0.17 0.55 0.49
C -0.883 1.425 -0.626 -0.39 -0.65 0.49
O -1.390 1.132 -1.959 0.37 0.67 -0.06
C -0.861 2.095 -2.864 -0.22 -0.78 0.50
C -0.249 1.421 -4.107 -0.34 -0.56 0.11
F 0.397 0.277 -3.761 0.12 0.58 0.04
F -1.223 1.020 -4.980 0.01 0.45 0.43
C 0.762 2.301 -4.941 -0.22 -1.17 -1.12
F 0.647 1.869 -6.237 -0.11 0.36 0.33
F 2.037 2.007 -4.615 -0.34 0.71 0.54
C 0.473 3.829 -4.994 0.49 0.22 -0.47
F -0.852 4.014 -5.252 0.22 -0.21 0.46
F 1.115 4.329 -6.079 0.12 -0.32 0.43
C 0.862 4.692 -3.752 -0.22 1.50 0.19
F 1.435 5.848 -4.221 -0.17 -0.51 0.17
F 1.753 4.127 -2.911 -0.26 -0.27 -0.40
C 1.411 0.720 1.785 0.26 0.49 0.85
B 1.798 1.218 3.263 -0.53 0.05 -0.34
O 1.277 2.431 3.725 0.73 -0.36 -0.59
O 2.649 0.519 4.133 -0.01 0.58 -0.12
N 0.366 -1.706 0.002 -2.38 0.42 2.38
C 0.164 -3.177 -0.036 1.30 -0.34 -1.09
C 1.480 -3.889 -0.560 -0.69 -0.70 1.24
C 1.789 -5.164 0.318 0.22 -0.08 -0.98
P 0.909 -2.364 3.367 -0.33 -0.11 1.10
O 0.845 -1.763 4.953 0.94 -0.50 -0.93
Br 3.096 -2.441 2.715 -0.16 0.27 0.16
S -2.423 -2.319 1.944 -0.21 -0.99 -0.40
O -2.951 -2.684 0.628 -0.18 0.65 0.23
O -2.027 -3.474 2.750 -0.33 0.48 0.35
C -3.896 -1.520 2.825 -0.61 -0.56 -0.11
F -4.075 -0.246 2.456 0.29 -0.13 0.18
F -5.018 -2.180 2.474 0.18 -0.01 0.08
F -3.781 -1.610 4.150 0.07 0.28 -0.18
H -2.113 1.451 5.296 0.65 -0.28 -0.22
H -2.476 0.031 0.032 0.48 0.22 0.06
H -2.117 1.368 1.162 0.05 -0.41 -0.50
H 0.200 1.163 -0.655 -0.49 0.42 0.07
H -1.033 2.507 -0.403 0.39 -0.51 -0.30
H -0.046 2.619 -2.326 -0.38 0.17 -0.56
H -1.706 2.741 -3.170 0.71 0.09 -0.06
H -0.032 5.028 -3.189 0.31 -0.60 -0.24
H 1.206 1.653 1.207 -0.02 -0.66 0.07
H 2.317 0.232 1.356 -0.75 0.02 0.00
H 0.938 2.883 2.939 -0.32 -0.09 0.48
H 3.576 0.596 3.872 -0.36 -0.29 -0.01
H -0.039 -1.269 -0.829 0.46 -0.14 0.00
H -0.690 -3.391 -0.708 0.36 -0.09 0.49
H -0.052 -3.635 0.948 -0.07 0.58 -0.29
H 2.335 -3.198 -0.445 -0.51 -0.19 -0.41
H 1.330 -4.223 -1.603 0.28 0.45 0.36
H 2.180 -5.938 -0.376 -0.13 0.18 0.61
H 2.561 -4.976 1.084 -0.46 0.04 -0.28
H 0.889 -5.573 0.812 0.36 0.23 -0.26
H 1.755 -1.769 5.294 -0.36 0.17 0.08
```
Positions in Å, forces in eV/Å.

The charge is -1. For the HOMO energy, the calculation gives -4.5 eV. For the total energy, the calculation gives -5546.22659 hartree. Its spin multiplicity is 1. The maximum force is 4.3 eV/Å. Its HOMO-LUMO gap is 5.84 eV. The LUMO energy comes out at 1.38 eV.



Entry 2:
Entry from the OMol25 dataset: 2 unconnected molecules or ions with the total composition C14H21BrClN2O5PS (ωB97M-V/def2-TZVPD).

```
46
Properties=species:S:1:pos:R:3:forces:R:3
N -1.195 0.876 -4.777 -0.63 0.43 1.02
P -2.285 1.224 -3.664 2.57 -1.44 -1.48
C -1.446 1.165 -1.971 -0.24 0.26 1.84
C -2.070 0.415 -0.840 2.54 1.20 0.82
Br -3.749 -0.528 -0.965 1.33 0.84 -0.04
C -1.367 0.413 0.451 0.78 0.62 -1.68
C -1.869 -0.268 1.767 -0.36 1.20 3.90
O -2.324 -1.410 1.807 0.35 0.04 -1.66
O -1.761 0.493 2.820 0.52 -0.47 -3.28
C -0.087 1.102 0.540 -1.99 -0.77 -0.84
N 0.463 1.783 -0.518 -0.86 -0.68 -0.37
C 1.768 2.456 -0.287 1.08 0.44 0.36
C 1.631 4.027 -0.104 -0.46 -0.34 0.02
C 0.333 4.423 0.742 1.37 0.84 -0.13
C 0.666 4.263 2.290 -0.47 0.06 -0.34
O -0.298 3.537 3.056 0.30 0.34 -0.63
C -0.173 1.856 -1.754 -1.40 -0.97 0.42
Cl 0.655 2.827 -3.008 -1.07 -1.08 1.29
H -0.280 0.717 -4.353 -0.26 0.05 -0.43
H -2.913 2.488 -3.868 -0.18 -0.42 0.58
H -3.267 0.180 -3.750 -0.08 1.07 0.75
H 0.473 1.091 1.504 -0.57 0.02 -0.98
H 2.207 2.012 0.651 -0.69 0.38 -0.97
H 2.459 2.160 -1.122 -0.72 0.46 0.77
H 1.645 4.546 -1.106 -0.03 -0.60 1.13
H 2.540 4.347 0.486 -0.93 -0.23 -0.78
H -0.595 3.895 0.404 0.81 0.34 0.44
H 0.185 5.525 0.539 -0.10 -1.22 0.17
H 0.709 5.299 2.727 0.05 -1.09 -0.25
H 1.688 3.799 2.395 -0.84 0.32 -0.02
H -0.716 2.817 2.548 0.21 0.15 0.38
C 1.161 -5.651 0.265 -0.04 -0.10 0.09
C -0.330 -5.412 0.527 0.03 -0.07 -0.09
C -0.462 -4.063 1.242 -0.47 -0.38 -0.02
S 0.938 -3.081 0.715 -0.38 -0.28 0.02
O 1.789 -2.840 1.855 0.03 0.34 -0.22
O 0.476 -2.008 -0.140 0.35 0.30 0.16
C 1.696 -4.341 -0.300 0.20 -0.36 -0.20
H 1.324 -6.481 -0.424 0.03 0.05 0.04
H 1.667 -5.887 1.206 0.02 0.03 -0.07
H -0.865 -5.377 -0.427 0.04 0.00 0.04
H -0.770 -6.215 1.119 0.01 0.07 -0.03
H -1.384 -3.550 0.970 0.15 0.25 0.20
H -0.406 -4.176 2.324 0.07 0.17 -0.06
H 2.780 -4.259 -0.246 -0.06 0.18 0.04
H 1.359 -4.188 -1.327 0.00 0.06 0.06
```
Positions in Å, forces in eV/Å.

The charge is 0. For the HOMO energy, the calculation gives -8.4 eV. For the total energy, the calculation gives -4805.36485 hartree. Its spin multiplicity is 1. The maximum force is 4.1 eV/Å. Its HOMO-LUMO gap is 6.87 eV. The LUMO energy comes out at -1.50 eV.



Entry 3:
Entry from the OMol25 dataset: a molecular structure, C14H21Cl5CoIOP2 (ωB97M-V/def2-TZVPD).

```
45
Properties=species:S:1:pos:R:3:forces:R:3
C -0.746 0.008 -1.916 -0.82 -0.16 -1.12
I 1.083 0.123 2.612 0.42 0.19 -0.94
H 0.100 0.105 -2.658 -0.43 -0.10 1.15
H -1.450 0.867 -2.117 0.77 -0.82 0.60
H -1.305 -0.933 -2.188 0.63 0.91 0.56
Co -0.104 -0.035 0.014 2.30 0.25 -1.22
P 0.195 2.285 -0.017 -0.31 2.30 0.28
C -1.191 3.224 0.744 -0.22 -0.40 0.47
C 1.634 2.966 0.940 0.15 -0.40 -0.06
H 1.856 4.007 0.646 -0.28 -0.49 0.02
H 0.623 4.207 -1.500 -0.16 -0.54 0.13
H 2.509 2.339 0.720 -0.07 0.31 0.15
H 1.235 2.646 -2.148 -0.21 0.26 -0.07
H -1.317 2.871 1.792 0.50 0.69 -1.18
H 1.426 2.920 2.023 0.08 0.14 -0.59
C 0.401 3.133 -1.626 0.06 -0.55 -0.23
H -1.043 4.320 0.762 0.16 -0.56 -0.32
H -0.517 3.007 -2.217 0.33 0.11 0.09
H -2.127 2.968 0.223 0.25 0.23 0.11
P 0.182 -2.345 0.051 -0.64 -1.45 -1.69
C -1.276 -3.238 0.698 -1.26 0.53 2.01
C 0.378 -3.160 -1.585 0.03 0.35 -0.07
H 2.531 -2.311 0.725 -0.18 -0.29 -0.44
H 1.845 -4.002 0.678 -0.05 0.39 -0.21
H 1.497 -2.894 1.995 0.53 0.26 -1.01
C 1.652 -2.944 0.904 0.66 0.47 1.19
H 1.188 -2.665 -2.133 -0.16 -0.18 -0.01
H 0.638 -4.221 -1.436 -0.17 0.43 -0.02
H -1.088 -4.335 0.789 -0.51 0.96 -0.74
H -2.220 -2.930 0.193 0.82 -0.61 -0.33
H -0.555 -3.083 -2.161 0.33 -0.07 0.15
H -1.479 -2.853 1.790 0.22 -1.07 -2.58
C -1.692 -0.247 0.727 -8.10 1.22 -0.42
O -2.931 -0.107 0.618 7.54 -1.41 0.40
Cl 0.085 -4.337 2.954 0.10 -0.30 0.31
C -0.130 -2.682 3.233 -0.69 -0.91 0.35
C -0.703 -0.798 1.829 -2.75 2.17 5.18
C -1.699 -0.061 3.158 -0.46 0.56 -0.28
Cl -2.461 1.548 2.968 0.72 -2.01 -0.61
C -1.966 -0.517 4.556 1.73 0.51 -4.03
Cl -3.009 0.402 5.407 -1.10 0.08 1.34
C -1.188 -1.481 5.143 0.07 -0.19 0.60
Cl -1.460 -1.608 6.769 -0.05 -0.45 2.48
C -0.263 -2.370 4.591 -0.33 -0.47 -0.06
Cl 0.516 -3.420 5.649 0.52 0.12 0.66
```
Positions in Å, forces in eV/Å.

The charge is +2. The energy above the lowest of the compared OMol25 structures with the same formula, charge and spin comes out at 190.9 kJ/mol. For the HOMO energy (spin up / spin down), the calculation gives -14.0 / -15.3 eV. For the total energy, the calculation gives -5284.35564 hartree. Its spin multiplicity is 5. The maximum force is 8.2 eV/Å. Its expectation value of S² is 6.176. Its HOMO-LUMO gap (spin up / spin down) is 5.74 / 5.45 eV. The LUMO energy (spin up / spin down) comes out at -8.27 / -9.89 eV.